The following is a DFT calculation (ωB97M-V/def2-TZVPD) of a molecular structure, C57H84BrN8OP2S2Sn.

Properties
Gap between HOMO and LUMO   7.283 eV
E_HOMO   -14.11 eV
Net charge   +3
E_tot   -7002.326565 Eh
Molecular weight   1222.05 g mol⁻¹
LUMO   -6.8293 eV
ΔE to the lowest compared entry with this formula, charge and spin   46.81 kJ/mol

```
156
Properties=species:S:1:pos:R:3:forces:R:3
Sn -0.4523 0.4293 0.0335 -0.191 -0.455 -0.193
Br 1.2921 -1.2704 2.4237 0.068 -0.601 -0.067
S 1.2987 -3.1150 -1.1009 0.061 0.280 -0.033
S -0.4082 2.7595 1.1645 0.282 0.224 0.085
P 2.3178 1.3959 -0.8504 0.616 0.071 -0.354
P 0.1926 1.0305 -2.7330 0.740 -0.179 -0.572
O 0.2460 -3.1010 0.1752 -0.144 0.158 -0.338
N -1.9885 4.0003 2.8500 -0.015 0.007 0.202
N 3.1499 -4.8773 -1.8290 -0.049 0.112 0.044
N -4.6369 -1.8176 -0.3472 -0.075 -0.069 -0.083
N -4.4315 0.4592 -0.7541 0.042 -0.008 -0.115
N -2.6315 -0.6857 0.1342 0.030 0.175 -0.111
N 1.9041 1.1025 -2.5102 -0.546 0.521 0.413
N -2.2577 4.5534 0.5817 -0.098 0.086 -0.069
N 2.7603 -4.9516 0.3248 0.227 -0.107 -0.042
C 4.5658 3.1021 -1.0238 -0.070 0.094 0.013
C 2.7426 1.7218 -3.5529 0.154 -0.196 -0.209
C -1.7271 -2.2752 -4.0607 -0.003 -0.047 0.005
C -4.9926 7.8600 -0.7198 -0.042 -0.056 0.145
C -5.2934 0.4954 -1.9347 -0.018 0.025 -0.014
C 2.4286 -4.3980 -0.8296 0.262 -0.139 0.295
C -1.1749 -5.2829 -0.8694 0.000 -0.009 0.059
C -3.0404 5.7940 0.6126 -0.366 0.031 -0.064
C 1.3573 -4.9820 6.2695 -0.031 -0.053 -0.096
C -3.6446 2.3692 6.6606 0.122 0.053 -0.074
C 0.3180 -2.1866 -5.3228 0.083 -0.009 0.001
C 5.1783 4.3446 -1.0002 0.062 -0.050 -0.030
C 4.4053 -0.5163 -1.3907 -0.174 0.026 -0.165
C 3.0552 5.3990 -0.6093 -0.048 0.061 -0.013
C -0.9000 -2.7952 -5.0456 -0.054 -0.042 0.035
C 0.9869 -3.7645 3.7037 0.134 -0.025 0.082
C 3.7421 0.3103 -0.4941 -0.339 -0.138 0.224
C -0.5077 -6.4619 5.5353 0.101 0.048 -0.003
C -4.5150 5.5641 0.2889 0.004 0.190 0.144
C -4.0487 -3.1307 -0.1568 0.055 0.077 -0.015
C -0.1219 -0.5114 -3.6516 -0.304 0.057 0.337
C -0.0087 -5.1658 1.4606 -0.172 0.283 -0.039
C 0.0186 3.6493 -3.5606 -0.007 -0.049 0.046
C 5.4744 -1.2899 -0.9589 0.093 -0.127 -0.042
C 4.0844 -5.9059 -1.3539 0.133 -0.154 0.009
C -3.8727 -0.7013 -0.3142 0.049 0.115 0.131
C -0.7355 2.0498 -5.2019 0.046 0.006 0.058
C 0.4013 -3.8242 1.3440 -0.254 -0.143 0.823
C 0.7113 -1.0531 -4.6270 0.129 0.073 -0.008
C -0.8600 4.4106 -5.6607 0.003 -0.056 -0.019
C 0.0463 -7.2442 0.0304 -0.062 0.054 0.029
C 5.8716 -1.2625 0.3702 0.012 -0.026 0.000
C -0.3117 4.6872 -4.4144 0.018 0.053 0.059
C 4.4266 5.4930 -0.7930 0.006 -0.012 -0.017
C -6.0881 -1.7897 -0.1751 -0.092 0.046 0.045
C -1.7109 3.8657 1.5710 0.004 -0.256 -0.231
C 0.6979 -5.1196 3.8229 0.071 0.078 0.034
C -0.1807 2.3237 -3.9538 -0.295 -0.013 0.358
C 3.8612 -5.9077 0.1678 0.131 -0.085 0.030
C 5.2138 -0.4373 1.2726 -0.036 0.064 0.012
C 0.8716 -3.1435 2.4785 -0.173 0.286 -0.278
C -1.3378 -1.1360 -3.3720 0.052 0.106 0.052
C 2.4373 4.1580 -0.6234 0.027 -0.003 -0.031
C 1.8704 -7.0124 4.9154 -0.068 0.078 0.035
C -0.7781 -6.0076 0.4219 0.037 -0.027 -0.070
C -1.0658 3.0959 -6.0518 -0.017 0.026 -0.063
C 4.1596 0.3482 0.8368 -0.012 -0.024 -0.030
C -3.7740 3.6693 4.5019 0.257 -0.003 0.055
C 0.8573 -5.8769 5.1351 -0.041 -0.118 0.023
C 0.2157 -5.7719 2.6957 0.006 -0.057 -0.028
C 3.0030 -4.5838 -3.2394 -0.022 -0.038 -0.221
C -2.8597 3.1621 5.6178 -0.206 -0.052 0.039
C 3.1864 3.0012 -0.8367 -0.231 -0.061 0.052
C -2.0857 -6.4611 1.1041 0.032 0.010 -0.026
C -3.7471 1.7047 -0.4831 0.071 -0.108 0.138
C -5.3302 6.8573 0.3827 0.089 -0.047 -0.213
C -3.0998 4.6547 3.5483 -0.371 0.011 0.160
H 2.4695 6.2937 -0.4441 0.002 0.009 0.019
H 2.3524 -3.7241 -3.3822 -0.004 0.029 -0.050
H -4.3769 3.0076 7.1543 -0.030 -0.017 0.005
H -3.0462 -3.1680 -0.5787 -0.157 0.121 -0.002
H -3.8321 5.0142 2.8314 0.104 -0.025 0.011
H -0.1445 5.7124 -4.1111 0.013 0.003 -0.004
H -2.9266 6.2720 1.5833 0.112 0.021 -0.077
H -4.9259 4.8169 0.9748 0.024 -0.046 -0.025
H 2.7197 2.8117 -3.5104 -0.032 -0.011 0.052
H 6.7041 -1.8693 0.7019 0.020 0.024 -0.021
H -1.1285 5.2201 -6.3256 0.021 0.005 -0.012
H 4.7373 -5.5562 0.7121 -0.029 0.031 -0.019
H 2.3445 -4.5702 6.0525 0.001 0.049 0.023
H 2.0256 -7.5536 5.8484 0.006 -0.030 -0.006
H -1.3832 3.4770 3.4667 0.032 -0.106 -0.112
H -4.0103 -3.4126 0.9012 0.024 0.003 -0.001
H -2.9794 1.9705 7.4246 -0.037 -0.034 0.017
H 0.4245 -7.7800 0.9005 -0.020 -0.036 -0.005
H -1.2094 -3.6655 -5.6088 0.013 -0.022 0.014
H -1.6627 -4.3296 -0.6768 0.123 -0.152 -0.025
H 1.4422 -5.5746 7.1793 0.012 -0.002 0.010
H -3.9877 8.2681 -0.6042 0.004 0.031 -0.049
H -1.4855 2.8790 -7.0248 -0.012 0.014 -0.002
H 2.3311 -4.7470 1.2137 0.052 0.095 -0.098
H -6.3533 -2.4443 0.6565 0.004 0.024 0.011
H -2.6048 6.4582 -0.1336 0.090 0.002 0.064
H -4.7713 1.0022 -2.7512 -0.006 -0.013 0.001
H -1.9898 -0.7030 -2.6179 -0.033 -0.101 0.014
H -2.7098 5.5019 4.1164 -0.004 0.061 -0.106
H -0.5769 -7.9323 -0.5419 0.030 -0.011 -0.029
H 3.7759 1.3994 -3.4265 -0.025 0.016 -0.021
H -2.6148 -5.6088 1.5345 -0.014 0.001 0.013
H -5.1710 7.3210 1.3600 -0.079 -0.038 0.047
H -0.8770 -7.1724 4.7958 -0.032 -0.021 0.011
H 4.1081 -0.5356 -2.4338 -0.026 -0.074 0.046
H 1.3715 4.0808 -0.4439 0.024 0.023 0.004
H -2.7417 -6.9342 0.3728 0.036 -0.044 -0.002
H -2.0753 2.5151 5.2078 0.053 0.052 0.012
H 5.5302 -0.3980 2.3063 0.001 0.008 0.003
H -0.9098 1.0301 -5.5165 -0.006 -0.017 -0.014
H -1.9670 4.2573 -0.3366 0.119 -0.032 0.022
H -0.4186 -6.9862 6.4865 -0.010 -0.019 0.002
H 2.8326 -6.6116 4.5908 0.035 -0.023 0.012
H -6.2136 1.0402 -1.7222 -0.009 -0.024 -0.015
H -0.3255 -5.1132 -1.5286 0.006 0.030 -0.031
H -4.6621 -3.8621 -0.6816 0.013 -0.025 0.016
H 1.6527 -0.5758 -4.8705 -0.003 -0.049 0.022
H -4.1762 1.5380 6.1950 -0.010 -0.030 0.040
H -1.8776 -5.9123 -1.4164 0.029 -0.033 -0.010
H -3.3996 1.7225 0.5495 -0.057 0.027 -0.002
H 6.2489 4.4110 -1.1402 0.001 0.038 -0.004
H -2.3721 4.0105 6.1060 0.064 0.000 -0.048
H -2.3995 -1.5559 0.6017 0.018 0.019 0.043
H 2.3989 1.4177 -4.5401 0.030 -0.002 0.000
H -1.2464 -5.6672 5.6516 -0.029 -0.019 0.017
H 0.4463 3.8594 -2.5847 0.016 0.054 -0.027
H -4.6273 4.1784 4.9543 -0.025 0.034 -0.058
H -5.0678 7.3946 -1.7043 0.004 0.018 -0.021
H -5.6899 8.6952 -0.6926 0.041 0.042 -0.032
H 3.5848 -6.8840 0.5626 -0.058 0.003 -0.076
H 3.6566 1.0206 1.5252 0.041 -0.050 0.097
H -5.5423 -0.5080 -2.2619 0.004 0.007 -0.013
H -6.3870 6.5963 0.3162 -0.007 0.023 0.068
H 1.5198 -7.7254 4.1683 0.016 -0.031 -0.005
H -4.4489 2.5226 -0.6377 0.044 0.033 -0.017
H -2.6723 -2.7510 -3.8331 -0.021 0.009 -0.044
H 1.3031 -3.1889 4.5606 0.060 0.011 -0.030
H 5.1066 -5.6454 -1.6286 -0.042 0.048 0.007
H 0.9566 -2.5866 -6.1001 -0.008 0.008 -0.009
H 5.1647 2.2146 -1.1774 0.032 0.017 -0.001
H 6.0209 -1.9004 -1.6686 -0.041 0.010 0.002
H 2.5744 -5.4416 -3.7622 -0.005 0.012 0.043
H -0.0447 -6.8161 2.7949 -0.024 0.001 0.001
H 3.8436 -6.8628 -1.8200 -0.051 0.026 0.014
H 0.8961 -6.9621 -0.5961 0.037 -0.015 -0.005
H -6.4284 -0.7861 0.0624 0.016 0.000 -0.019
H 0.6612 -4.1672 6.4761 0.025 0.035 0.013
H -4.1641 2.8216 3.9307 -0.070 0.020 -0.004
H -2.8767 1.8534 -1.1432 -0.075 0.057 -0.066
H 3.9778 -4.3676 -3.6775 -0.022 0.055 0.080
H 4.9133 6.4585 -0.7697 -0.006 0.011 -0.001
H -1.9029 -7.1819 1.8988 -0.047 0.011 0.028
H -4.6010 5.1645 -0.7266 0.003 -0.085 0.018
H -6.6075 -2.1474 -1.0656 0.025 0.015 -0.002
```
Positions in Å, forces in eV/Å.

Atom charges from the Löwdin analysis, given in e for atoms 1 to 2: 0.840, 0.788